This record from the OMol25 dataset describes a molecular structure, C39H57BN9O4STc. The level of theory is wB97M-V/def2-TZVPD.

Properties
LUMO energy (alpha / beta): -0.0893 / -0.1564 hartree
Net charge: +1
2S+1: 4
E_HOMO (alpha / beta): -0.415 / -0.422 Eh
HOMO-LUMO gap (alpha / beta): 0.32615 / 0.26573 hartree
Energy above the lowest of the compared OMol25 structures with the same formula, charge and spin: 0.1009 eV

Last column: Löwdin charge in e.
Cartesian coordinates (Å):
1 Tc -0.09528 0.13377 0.69276  1.78
2 C -1.82726 -3.84777 2.09104  -0.03
3 C -0.38674 -3.79380 1.57697  -0.34
4 C -0.20895 -3.78162 0.06091  -0.05
5 C 0.44261 -2.73022 2.24709  -0.24
6 C 1.15359 -2.92930 3.42844  0.04
7 C 1.97389 -1.82722 3.59412  -0.18
8 C 2.86861 -1.59800 4.78180  -0.32
9 C 2.68682 -0.20398 5.41159  -0.03
10 C 4.33713 -1.93446 4.52250  -0.05
11 N 1.77675 -1.01083 2.53729  0.06
12 N 0.77964 -1.53592 1.74646  -0.02
13 B 2.78212 -0.06360 1.77416  -0.47
14 N 2.29727 1.40107 1.85774  0.08
15 N 1.03779 1.66657 1.40149  -0.05
16 C 0.78171 2.97714 1.58338  -0.22
17 C 1.91291 3.55667 2.13105  0.07
18 C 2.85910 2.55194 2.26601  -0.16
19 C 4.30369 2.81432 2.59556  -0.33
20 C 4.94942 1.96766 3.68493  -0.05
21 C 5.10762 2.80091 1.29267  -0.03
22 C -0.48468 3.67657 1.19446  -0.37
23 C -0.83440 4.76673 2.20676  -0.05
24 C -0.33801 4.28508 -0.20593  -0.05
25 N 2.76572 -0.47902 0.26468  0.07
26 N 1.63972 -0.19141 -0.46656  -0.04
27 C 1.92714 -0.36396 -1.76645  -0.22
28 C 3.22532 -0.83258 -1.86711  0.04
29 C 3.72002 -0.92985 -0.57283  -0.16
30 C 5.04775 -1.59426 -0.30016  -0.33
31 C 5.79394 -1.35491 1.00264  -0.06
32 C 4.84770 -3.10656 -0.48986  -0.05
33 C 0.96382 -0.04675 -2.87221  -0.37
34 C -0.19874 -1.02863 -2.90372  -0.06
35 C 1.67100 -0.02334 -4.22493  -0.06
36 H -2.38528 -4.63101 1.57742  0.09
37 H -2.35555 -2.90879 1.95869  0.04
38 H -1.83497 -4.07623 3.15763  0.08
39 H 0.08670 -4.72190 1.91530  0.14
40 H -0.36978 -2.80006 -0.38033  0.03
41 H -0.89186 -4.48932 -0.41029  0.09
42 H 0.81024 -4.07437 -0.19630  0.09
43 H 1.10717 -3.79276 4.07027  0.13
44 H 2.50938 -2.34216 5.49850  0.13
45 H 3.65358 0.27183 5.56476  0.06
46 H 2.20401 -0.27851 6.38575  0.09
47 H 2.07458 0.45262 4.79687  0.06
48 H 4.81023 -1.18565 3.89312  0.04
49 H 4.44768 -2.91054 4.04837  0.09
50 H 4.87641 -1.95347 5.46945  0.09
51 H 3.86241 -0.16364 2.22181  0.09
52 H 2.05076 4.59168 2.38697  0.13
53 H 4.29924 3.84443 2.96403  0.14
54 H 5.01596 0.91688 3.41177  0.04
55 H 4.39923 2.04940 4.62057  0.08
56 H 5.96315 2.32975 3.85926  0.09
57 H 5.11209 1.80600 0.84942  0.06
58 H 6.13931 3.09490 1.48380  0.09
59 H 4.68256 3.48775 0.56153  0.09
60 H -1.29627 2.94925 1.21506  0.08
61 H -0.08840 5.56265 2.20417  0.08
62 H -0.91898 4.36205 3.21308  0.08
63 H -1.79158 5.21560 1.94033  0.09
64 H 0.39562 5.09152 -0.18081  0.09
65 H -1.28953 4.70635 -0.53172  0.09
66 H -0.01715 3.55167 -0.94362  0.06
67 H 3.75681 -1.08986 -2.76510  0.12
68 H 5.69000 -1.24041 -1.11265  0.14
69 H 5.30161 -1.84889 1.83602  0.06
70 H 5.92275 -0.30348 1.24477  0.07
71 H 6.78672 -1.79500 0.90526  0.09
72 H 4.18876 -3.49636 0.28897  0.09
73 H 5.80403 -3.62268 -0.41246  0.09
74 H 4.40667 -3.34043 -1.45728  0.08
75 H 0.56715 0.95134 -2.66962  0.13
76 H 0.14876 -2.03200 -3.15636  0.10
77 H -0.93241 -0.71860 -3.64878  0.10
78 H -0.70532 -1.06620 -1.94300  0.01
79 H 2.08793 -1.00187 -4.46873  0.08
80 H 2.47712 0.70887 -4.24501  0.09
81 H 0.96117 0.23692 -5.00904  0.09
82 C -4.14482 -2.82124 7.41098  -0.04
83 C -3.50792 -1.85410 6.45678  -0.25
84 C -2.32082 -2.17230 5.79903  -0.02
85 C -1.72024 -1.27220 4.93715  -0.04
86 C -2.32214 -0.04312 4.72016  -0.30
87 C -3.50156 0.30261 5.36229  -0.05
88 C -4.08511 -0.60729 6.22855  -0.02
89 S -1.56027 1.09782 3.62007  0.63
90 O -2.42147 2.23441 3.48404  -0.27
91 O -0.19310 1.28539 4.00714  -0.28
92 N -1.49815 0.28781 2.17919  -0.22
93 C -2.50172 -0.44740 1.61493  -0.43
94 C -3.82707 -0.63624 2.00171  0.02
95 C -4.63132 -1.36962 1.15884  -0.02
96 C -4.12760 -1.88694 -0.03527  -0.04
97 C -2.80616 -1.65874 -0.34405  -0.12
98 N -2.00312 -0.97740 0.48234  -0.02
99 H -3.69228 -3.80832 7.33813  0.08
100 H -5.21278 -2.91724 7.21736  0.09
101 H -4.02965 -2.47288 8.43851  0.09
102 H -1.86008 -3.13708 5.97210  0.12
103 H -0.79618 -1.51964 4.43549  0.09
104 H -3.94806 1.27019 5.17791  0.12
105 H -5.00418 -0.34492 6.73687  0.12
106 H -4.21316 -0.19539 2.90963  0.11
107 H -5.66818 -1.52899 1.42194  0.12
108 H -4.75213 -2.44533 -0.71566  0.12
109 H -2.37278 -2.02368 -1.26321  0.11
110 O -2.87114 1.78050 -0.03301  0.03
111 N -2.13889 1.77717 -0.94620  -0.06
112 O -0.89196 1.22380 -0.69804  -0.37

Atomic forces in eV per Å
-0.34 -0.39 0.13
0.00 0.01 -0.02
0.03 -0.02 0.11
-0.02 0.06 -0.09
0.09 -0.13 0.04
0.01 0.10 -0.08
0.05 -0.05 -0.05
-0.04 -0.07 0.00
0.02 0.01 0.06
0.02 -0.01 -0.03
-0.01 0.00 -0.04
0.14 0.14 0.08
-0.03 0.03 0.13
0.09 -0.07 -0.23
-0.11 0.03 0.34
-0.01 0.10 -0.03
0.00 -0.07 -0.05
-0.02 0.03 0.05
-0.02 0.04 0.02
0.01 0.00 0.02
0.05 -0.02 0.00
0.01 -0.03 0.06
-0.02 0.00 0.03
-0.03 -0.05 0.01
0.00 -0.39 0.07
-0.02 0.23 -0.10
-0.06 0.01 -0.07
-0.09 -0.04 -0.01
0.04 0.20 0.04
0.07 0.02 -0.06
0.00 0.03 0.01
-0.02 -0.01 0.01
0.08 0.11 -0.07
-0.10 -0.06 -0.06
0.00 0.03 0.03
0.01 -0.02 -0.01
-0.03 -0.03 0.00
0.00 0.01 0.01
-0.08 0.02 0.03
-0.07 0.03 0.01
-0.01 0.00 -0.01
0.01 0.00 0.00
-0.01 -0.03 0.02
0.04 0.04 -0.01
-0.01 -0.02 0.02
-0.03 0.02 -0.03
-0.02 0.05 -0.05
0.04 0.03 -0.05
0.01 -0.02 -0.01
0.00 -0.01 0.02
0.07 -0.02 0.05
0.00 0.04 -0.01
0.01 -0.03 -0.03
0.02 0.03 0.01
-0.01 0.00 0.00
0.00 0.01 0.00
0.01 -0.12 -0.03
0.02 0.00 0.00
0.00 0.03 -0.01
0.02 0.00 -0.07
0.03 0.01 0.00
0.00 0.00 0.02
0.00 -0.02 0.00
0.03 0.02 -0.01
-0.01 0.01 0.00
0.02 0.00 0.00
0.02 -0.01 -0.04
-0.01 -0.03 0.00
-0.06 -0.01 0.09
-0.02 0.11 0.00
0.01 0.00 0.02
-0.02 -0.01 0.02
0.03 -0.01 0.01
0.00 0.00 -0.02
-0.03 -0.05 0.00
0.00 -0.03 0.01
0.00 -0.02 -0.01
0.00 -0.01 0.07
0.00 -0.02 -0.01
0.03 0.01 0.01
-0.01 0.01 0.00
-0.01 -0.02 0.02
0.03 -0.02 -0.01
0.00 -0.01 0.02
-0.05 0.00 0.03
0.04 0.00 -0.03
-0.03 0.02 0.03
0.01 0.06 -0.04
-0.05 -0.01 0.05
-0.10 -0.04 0.01
0.03 -0.01 -0.08
0.23 0.12 0.30
-0.10 0.17 -0.03
-0.08 0.06 0.05
0.00 -0.03 0.00
0.12 0.03 -0.05
-0.10 -0.02 -0.04
0.07 -0.13 -0.13
0.00 -0.01 0.00
-0.02 0.00 0.00
0.00 0.00 0.01
0.01 -0.02 0.00
0.09 -0.02 -0.05
-0.01 0.02 0.00
-0.02 0.01 0.01
0.05 -0.02 -0.10
-0.03 -0.01 -0.01
0.00 -0.01 -0.01
0.03 -0.05 -0.01
-0.01 -0.05 0.06
0.13 -0.06 -0.13
0.02 0.35 -0.14